No. 1
# C3H5NOSi

A 2-piece molecular cluster, C3H5NOSi overall at a distorted geometry (ωB97M-V/def2-TZVPD, OMol25).

The geometry in XYZ format:
```
11
Properties=species:S:1:pos:R:3:lowdin_charge:R:1
C -0.2039 0.5524 -0.8401 -0.166
C -0.1328 1.9070 -0.5322 -0.097
C 1.0122 0.6218 0.8436 -0.122
N 0.6288 -0.1801 -0.0815 -0.046
O 0.5618 2.0145 0.6063 0.008
Si -0.4636 -2.5686 0.8605 0.573
H -0.6375 0.0716 -1.7128 0.104
H -0.5584 2.8199 -0.8061 0.106
H -1.8348 -3.0576 0.7144 -0.289
H 1.7258 0.2398 1.5844 0.136
H -0.0975 -2.4207 -0.6365 -0.206
```

Orbital gap = 7.66 eV
HOMO = -0.298 Ha
2S+1 = 1
Maximum force = 0.082 hartree/bohr
Total charge = 0
E_tot = -536.64991 Ha

***

No. 2
# C44H86Cl12N4O4

A 9-piece molecular cluster, C44H86Cl12N4O4 overall at a distorted geometry (ωB97M-V/def2-TZVPD, OMol25).

The geometry in XYZ format:
```
150
Properties=species:S:1:pos:R:3:mulliken_spin:R:1
C 7.3837 3.5095 2.8850 0.006
C 6.0962 2.7125 2.9179 0.025
C 6.7356 1.2847 2.7360 -0.002
C 5.8823 0.0896 3.0873 -0.004
C 5.2149 0.2761 4.4151 0.016
C 4.4561 1.6322 4.5562 0.037
N 5.3997 2.7756 4.2523 0.241
O 4.8485 4.1688 4.4798 0.672
C 3.1082 1.4765 3.8096 0.021
C 4.2486 1.6991 6.1483 -0.003
C 5.2112 3.1147 1.7142 0.046
H 8.1164 3.5068 3.6919 -0.005
H 7.0056 4.5317 2.9047 -0.001
H 7.8944 3.5931 1.9257 0.001
H 6.9450 1.2093 1.6690 -0.001
H 7.7536 1.2092 3.1182 -0.002
H 6.4019 -0.8606 2.9635 0.000
H 5.1435 -0.0210 2.2936 0.000
H 6.0551 0.3292 5.1075 -0.003
H 4.7337 -0.6821 4.6110 -0.001
H 3.2991 0.8825 2.9158 -0.001
H 2.4325 0.8734 4.4160 -0.001
H 2.4886 2.3685 3.7174 -0.016
H 3.7058 2.6037 6.4225 0.001
H 3.6081 0.8835 6.4840 0.001
H 5.1648 1.7471 6.7368 -0.004
H 4.4085 2.4336 1.4319 -0.011
H 5.8058 3.1660 0.8021 0.002
H 4.8048 4.1066 1.9120 -0.013
C 1.7008 6.6840 -2.8834 0.021
C 1.2331 6.9081 -1.4524 0.001
C -0.2985 7.3182 -1.5281 0.015
C -0.9905 7.2542 -0.1369 -0.013
C -0.8221 5.9226 0.5085 0.029
C 0.6956 5.4182 0.7395 0.022
N 1.4368 5.7057 -0.5726 0.657
O 2.7626 5.0392 -0.6439 1.121
C 1.3854 6.2996 1.7818 0.071
C 0.6390 3.9285 1.0604 -0.002
C 2.0741 8.1702 -0.8990 0.083
H 1.5018 5.6668 -3.2207 -0.003
H 2.7595 6.7943 -3.1180 0.006
H 1.1619 7.4054 -3.4977 0.000
H -0.4788 8.2772 -2.0139 -0.001
H -0.8341 6.5231 -2.0467 -0.003
H -2.0670 7.4060 -0.2161 0.001
H -0.4752 8.0034 0.4641 0.002
H -1.2073 5.2618 -0.2681 -0.008
H -1.3416 5.8173 1.4610 0.005
H 0.8578 7.1826 2.1424 -0.001
H 1.3668 5.6436 2.6521 0.008
H 2.4039 6.5384 1.4757 -0.003
H 1.4944 3.5955 1.6480 0.008
H -0.3054 3.7066 1.5574 0.005
H 0.7702 3.3266 0.1612 -0.012
H 2.4131 8.8902 -1.6439 0.002
H 2.9326 7.7580 -0.3688 -0.005
H 1.5138 8.5803 -0.0587 -0.001
C -2.4807 -4.1031 2.2312 -0.006
C -2.8468 -5.5331 1.7066 0.014
C -3.5013 -6.0966 2.9528 0.017
C -4.2696 -7.3786 2.8445 -0.009
C -5.3928 -7.1368 1.7747 0.007
C -4.7407 -6.6338 0.3662 0.031
N -3.7677 -5.5271 0.6166 0.312
O -3.2857 -4.9620 -0.6303 0.589
C -4.1136 -7.9396 -0.2215 0.026
C -5.9950 -6.0630 -0.4263 -0.001
C -1.4740 -6.1952 1.5500 0.027
H -1.9660 -3.5513 1.4446 0.003
H -1.8920 -3.9781 3.1400 0.001
H -3.3461 -3.4602 2.3921 -0.006
H -2.7346 -6.2568 3.7109 -0.001
H -4.2818 -5.4877 3.4090 0.001
H -4.6192 -7.7475 3.8087 0.000
H -3.6072 -8.1626 2.4773 0.000
H -6.0089 -6.3728 2.2489 -0.001
H -6.0704 -7.9782 1.6294 -0.001
H -3.7683 -7.5575 -1.1821 -0.001
H -3.3511 -8.4225 0.3897 0.000
H -4.9734 -8.6006 -0.3312 -0.001
H -6.9179 -6.5515 -0.1139 -0.001
H -6.1188 -5.0440 -0.0596 0.004
H -5.9440 -6.0972 -1.5146 -0.002
H -1.0001 -5.7989 0.6520 -0.003
H -1.5829 -7.2744 1.4429 -0.002
H -0.7674 -5.9622 2.3465 0.001
C -5.0729 0.1793 -3.7332 -0.007
C -4.3285 -1.1069 -4.0447 0.015
C -5.2587 -2.2249 -3.5645 0.006
C -4.9891 -3.6334 -4.1168 -0.004
C -4.8316 -3.6592 -5.6058 0.005
C -3.8678 -2.5780 -6.1320 0.011
N -4.2778 -1.2183 -5.5695 0.320
O -3.6423 -0.0544 -6.2441 0.637
C -2.3801 -2.9554 -5.9460 0.021
C -4.2833 -2.6011 -7.7146 0.000
C -3.0013 -1.0426 -3.3206 0.023
H -5.7816 0.0983 -2.9090 0.001
H -5.5845 0.6191 -4.5894 -0.007
H -4.3064 0.9266 -3.5283 0.002
H -5.1963 -2.2084 -2.4764 0.001
H -6.2700 -1.9920 -3.8979 0.000
H -5.9163 -4.1945 -4.0002 0.001
H -4.1887 -4.0934 -3.5372 0.001
H -5.8136 -3.4542 -6.0322 0.000
H -4.5259 -4.6794 -5.8374 0.000
H -1.7307 -2.2606 -6.4786 -0.001
H -2.0581 -3.2557 -4.9489 -0.004
H -2.1879 -3.8367 -6.5578 -0.001
H -5.1326 -1.9711 -7.9792 -0.004
H -3.4110 -2.2213 -8.2466 0.000
H -4.5329 -3.5715 -8.1437 0.001
H -3.1430 -0.6877 -2.2998 0.001
H -2.3810 -0.2181 -3.6722 -0.010
H -2.3535 -1.8985 -3.5099 -0.006
Cl 0.6501 2.5959 5.9388 0.000
C -0.1403 3.3212 4.4602 0.001
C -1.6886 3.1965 4.5917 0.000
Cl -2.4693 4.2806 3.4536 0.000
H 0.3265 2.8060 3.6207 -0.002
H 0.1554 4.3661 4.3659 0.000
H -1.9080 3.6579 5.5546 0.000
H -2.2273 2.2489 4.5972 0.000
Cl -1.2656 -1.1109 -0.0390 0.001
C 0.1905 -1.6365 0.7216 0.000
C 0.9443 -0.4315 1.3966 0.001
Cl -0.0876 0.1632 2.7200 0.000
H 0.8196 -1.9801 -0.0996 0.000
H 0.0778 -2.4924 1.3870 0.000
H 1.0866 0.4184 0.7292 0.000
H 1.9039 -0.8218 1.7356 -0.001
Cl 5.4629 1.0695 -2.4268 0.000
C 4.3211 2.3389 -2.8137 0.002
C 2.9398 1.8103 -2.9944 0.000
Cl 2.3099 0.8782 -1.6362 0.000
H 4.6774 2.8744 -3.6937 0.000
H 4.3820 3.0420 -1.9830 -0.002
H 2.9342 1.1981 -3.8962 0.000
H 2.2141 2.6198 -3.0737 -0.001
C 2.7557 -1.8971 -4.2795 0.000
Cl 3.7312 -3.1847 -5.1258 0.000
Cl 2.3261 -2.2024 -2.5320 0.000
Cl 1.2258 -1.8033 -5.1345 0.001
H 3.2930 -0.9491 -4.2501 0.000
C 3.0715 -4.5014 2.0315 0.000
Cl 1.7174 -4.5917 0.8582 0.000
Cl 3.9171 -2.8682 2.0370 0.000
Cl 4.3425 -5.7089 1.5362 0.000
H 2.6403 -4.6845 3.0157 0.000
```

Orbital gap (spin up / spin down) = 7.48 / 3.28 eV
HOMO (spin up / spin down) = -0.380 / -0.400 Ha
2S+1 = 6
Maximum force = 0.119 hartree/bohr
Total charge = +1
E_tot = -7769.55465 Ha

***

No. 3
# C9H19NO4Si

One molecule with the formula C9H19NO4Si at a distorted geometry (ωB97M-V/def2-TZVPD, OMol25).

The geometry in XYZ format:
```
34
Properties=species:S:1:pos:R:3:lowdin_charge:R:1
C 3.7391 -1.1880 -0.4802 -0.065
C 2.3584 -0.5888 -0.6849 -0.306
O 1.5050 -0.8984 0.4069 -0.151
Si -0.0336 -0.2841 0.4101 0.383
C -0.1628 0.8308 1.8798 -0.139
C 0.7189 2.0490 1.7558 -0.222
O 0.2006 3.0475 0.9224 -0.018
C -1.0040 3.4233 1.2621 -0.364
N -2.0147 3.6035 1.7714 0.202
O -0.4051 0.4690 -1.0480 -0.148
C -1.6639 1.0253 -1.1806 -0.317
C -1.6155 2.4828 -1.6525 -0.060
O -1.0507 -1.6289 0.6445 -0.153
C -0.9652 -2.5526 -0.3954 -0.348
C -1.6636 -3.8277 -0.0169 -0.073
H 4.4034 -0.8260 -1.2575 0.073
H 3.7290 -2.2838 -0.4140 0.081
H 4.1644 -0.8519 0.4772 0.079
H 2.4127 0.4699 -0.7810 0.099
H 1.8786 -0.9471 -1.5726 0.105
H 0.1099 0.3064 2.7849 0.104
H -1.1991 1.1169 2.0249 0.081
H 1.7630 1.8565 1.4840 0.135
H 0.8422 2.5676 2.7064 0.130
H -2.2382 0.9786 -0.2297 0.119
H -2.1578 0.4492 -1.9479 0.112
H -2.5525 2.9880 -1.4250 0.080
H -0.8895 3.0174 -1.0745 0.037
H -1.4211 2.5528 -2.7353 0.087
H -1.3796 -2.1156 -1.3101 0.113
H 0.1067 -2.7432 -0.5799 0.113
H -2.6302 -3.6463 0.4404 0.077
H -1.7978 -4.4702 -0.8980 0.082
H -1.0870 -4.3819 0.7132 0.073
```

Orbital gap = 11.11 eV
HOMO = -0.382 Ha
2S+1 = 1
Maximum force = 0.056 hartree/bohr
Total charge = 0
E_tot = -999.61073 Ha

***

No. 4
# C12H21BN4O3PPtS4

C12H21BN4O3PPtS4 as an isolated structure at a distorted geometry (ωB97M-V/def2-TZVPD, OMol25).

The geometry in XYZ format:
```
47
Properties=species:S:1:pos:R:3:mulliken_spin:R:1
Pt 0.7366 -0.0576 0.2112 0.081
B -2.4272 1.1440 0.6698 0.003
N -2.2507 0.9102 -2.4847 0.010
C -2.1862 1.1554 -3.7823 -0.005
C -1.1109 2.0024 -4.1073 0.017
C -0.5181 2.2612 -2.8940 -0.015
N -1.2275 1.5901 -1.9619 0.005
N -1.8206 0.2771 1.8274 0.005
C -2.4586 -0.0119 2.9613 0.001
C -1.7746 -1.0304 3.6076 0.000
C -0.6884 -1.2959 2.7865 0.002
N -0.7073 -0.4981 1.7158 -0.012
H -2.5387 2.9573 1.9749 0.000
H -3.0328 0.4447 -0.0901 -0.001
H -2.9226 0.7143 -4.4362 0.000
H -0.8094 2.3707 -5.0728 0.001
H 0.3422 2.8431 -2.6150 -0.001
H -3.3722 0.5179 3.1801 0.000
H -2.0238 -1.5045 4.5409 0.000
H 0.1222 -1.9876 2.9292 0.000
C 5.3981 -0.1662 -0.7430 -0.018
C 4.3885 0.6281 0.0624 0.048
O 3.8899 -0.1477 1.1366 -0.007
P 2.5419 -1.0430 1.2573 0.003
S 2.5401 -1.4969 3.1674 -0.001
S 1.7171 0.0500 -1.7637 0.860
O 3.0580 -2.3482 0.3978 -0.003
C 2.1140 -3.2570 -0.1470 0.001
C 2.5784 -3.6785 -1.5243 0.006
H 5.7808 0.4410 -1.5682 -0.004
H 4.9228 -1.0551 -1.1583 0.007
H 6.2366 -0.4835 -0.1206 0.001
H 3.5773 0.9758 -0.5803 -0.021
H 4.8523 1.5038 0.5264 0.003
H 1.1275 -2.7833 -0.2098 -0.001
H 2.0337 -4.1186 0.5255 0.001
H 2.5690 -2.8195 -2.1957 -0.001
H 1.9137 -4.4436 -1.9334 0.001
H 3.5914 -4.0839 -1.4785 0.000
C -5.3752 1.5166 1.2779 0.000
O -4.3576 2.1381 2.0192 -0.001
C -3.1662 2.4719 1.2181 0.003
S -3.4804 3.6710 -0.1075 0.006
S -0.8152 1.6692 -0.2867 0.029
H -6.2590 1.4620 1.9212 0.000
H -5.1015 0.4986 0.9679 0.000
H -5.6072 2.0967 0.3790 0.000
```

Orbital gap (spin up / spin down) = 5.05 / 4.48 eV
HOMO (spin up / spin down) = -0.017 / -0.016 Ha
2S+1 = 2
Maximum force = 0.022 hartree/bohr
Total charge = -2
E_tot = -2992.99859 Ha

***

No. 5
# C39H28F4N6O6PdTe

C39H28F4N6O6PdTe as an isolated structure at a distorted geometry (ωB97M-V/def2-TZVPD, OMol25).

The geometry in XYZ format:
```
85
Properties=species:S:1:pos:R:3:mulliken_spin:R:1
Pd -0.7347 0.4116 0.7549 0.410
O -1.5236 5.3703 3.9664 0.001
C -1.4036 4.2709 3.2090 0.003
C -2.5094 3.5535 2.7405 -0.003
C -2.2751 2.4218 1.9987 -0.015
N -1.0304 2.0608 1.7242 -0.057
C 0.0457 2.7204 2.1444 0.001
C -0.1007 3.8483 2.9091 0.004
C 1.3523 2.0685 1.6850 -0.002
O 2.4135 2.4796 2.0715 0.000
O 1.1715 1.0589 0.8509 0.049
C -3.3043 1.4391 1.4306 0.003
O -4.4818 1.6555 1.5511 -0.001
O -2.7591 0.4044 0.8343 -0.007
H -2.4507 5.5793 4.1366 0.000
H -3.5291 3.8444 2.9633 0.000
H 0.7633 4.3875 3.2733 0.000
C -0.8372 -3.2791 0.7211 0.018
C -0.2508 -2.4114 -0.3306 -0.050
O 0.4762 -2.9356 -1.3377 0.015
N -0.3542 -1.1416 -0.3593 0.384
Te 1.0649 -1.1562 -2.1493 0.110
C -0.4981 -0.7287 -3.4665 0.022
C -0.9993 -1.7092 -4.3440 -0.014
C -0.4465 -3.1090 -4.4925 0.008
C -2.0682 -1.3475 -5.1517 0.001
C -2.6324 -0.0776 -5.1174 0.003
C -3.7960 0.2801 -5.9976 0.000
C -2.1014 0.8585 -4.2400 0.000
C -1.0408 0.5580 -3.4016 -0.006
C -0.5326 1.6351 -2.4718 0.010
C 2.4138 -1.9630 -3.6660 0.052
C 2.9790 -3.2386 -3.5955 0.011
C 2.8396 -4.2097 -2.4542 0.004
C 3.7272 -3.6487 -4.6993 0.001
C 3.9504 -2.8235 -5.7893 0.005
C 4.7901 -3.2755 -6.9520 0.001
C 3.4128 -1.5398 -5.7731 0.002
C 2.6537 -1.0720 -4.7140 0.003
C 2.1300 0.3459 -4.7393 0.011
H -1.0860 -4.2548 0.3067 0.004
H -1.7162 -2.8014 1.1429 0.002
H -0.0858 -3.4062 1.5024 -0.001
H -0.0373 -3.5001 -3.5695 -0.001
H 0.3433 -3.1243 -5.2471 -0.001
H -1.2330 -3.7878 -4.8167 0.000
H -2.4746 -2.0895 -5.8296 0.000
H -4.0426 -0.5304 -6.6804 0.000
H -3.5788 1.1741 -6.5826 0.000
H -4.6772 0.4943 -5.3905 0.000
H -2.5300 1.8543 -4.1989 0.001
H -1.2964 1.8695 -1.7300 -0.007
H -0.3306 2.5497 -3.0300 0.001
H 0.3865 1.3592 -1.9494 0.005
H 2.4303 -3.7619 -1.5611 -0.001
H 3.8153 -4.6219 -2.1996 -0.001
H 2.1943 -5.0447 -2.7348 -0.001
H 4.1580 -4.6439 -4.6855 0.001
H 5.1156 -4.3065 -6.8302 0.000
H 5.6750 -2.6451 -7.0487 0.000
H 4.2301 -3.1962 -7.8845 0.000
H 3.6036 -0.8702 -6.6051 0.000
H 2.7971 0.9800 -5.3192 0.001
H 2.0680 0.7732 -3.7350 0.007
H 1.1397 0.3884 -5.1948 -0.001
F 1.6325 -0.0780 8.1029 0.000
C 0.6198 0.6821 7.7213 -0.002
C 0.0233 1.4716 8.6230 0.003
F 0.4748 1.4702 9.8634 0.000
C -1.1112 2.3339 8.2968 -0.002
C -1.5483 2.2538 6.9060 0.003
C -0.9716 1.4372 6.0197 -0.002
F -1.4307 1.4216 4.7711 0.000
C 0.1729 0.5984 6.3382 0.003
C 0.7877 -0.1718 5.4064 -0.007
C 0.2251 -0.4271 4.1024 0.007
N -0.2317 -0.6891 3.0816 0.003
C 2.0577 -0.8138 5.6166 0.001
N 3.0911 -1.3039 5.7128 -0.002
F -2.5440 3.0252 6.4988 0.000
C -1.7136 3.1325 9.2084 0.005
C -1.3152 3.2133 10.5902 0.000
N -1.0622 3.3262 11.7038 0.002
C -2.8307 3.9872 8.8915 0.000
N -3.7182 4.6872 8.6937 0.002
```

Orbital gap (spin up / spin down) = 6.38 / 5.22 eV
HOMO (spin up / spin down) = -0.430 / -0.425 Ha
2S+1 = 2
Maximum force = 0.033 hartree/bohr
Total charge = +1
E_tot = -3077.91484 Ha